[1]
The following is a quantum chemistry calculation of a 2-piece molecular cluster, C5H15N2 overall at a distorted geometry, from the OMol25 dataset.

CARTESIAN COORDINATES (ANGSTROEM)
H1 -0.6741 -0.8075 2.4766
H2 1.4258 -0.8998 0.2757
H3 0.4190 -2.0059 -1.7614
C1 -0.3387 0.9545 1.3182
C2 -1.0890 1.9266 -0.8264
H4 0.8324 2.3004 -0.0536
H5 0.3686 -1.0675 -3.1339
H6 -1.7587 2.3236 -0.0754
H7 -0.3669 1.8397 1.9479
H8 0.8757 0.0492 2.7546
C3 0.6450 -1.3415 0.8718
C4 0.1843 1.4273 -0.0845
H9 -1.5133 1.0702 -1.3655
H10 1.6452 -1.9571 -2.8747
N1 -0.3796 -1.6707 0.0544
H11 -1.0378 -2.2641 0.6058
H12 0.6396 0.6409 -0.6855
H13 1.1268 -2.1686 1.4212
H14 -0.8041 2.7272 -1.5305
H15 -1.3440 0.6107 1.0076
C5 0.1811 -0.2901 2.0306
N2 0.9629 -1.3977 -2.3732

Properties
F_max in eV/A: 2.607
E in eV: -8396.45588
Charge: +1
M in u: 103.2

Results of the Mulliken charge analysis, in e, for atoms 1 through 8: number 1, H, carries 0.329; number 2, H, carries 0.390; number 3, H, carries 0.189; number 4, C, carries -0.837; number 5, C, carries -1.294; number 6, H, carries 0.410; number 7, H, carries 0.237; number 8, H, carries 0.345

[2]
The following is a quantum chemistry calculation of a 2-piece molecular cluster, C5H15N2 overall at a distorted geometry, from the OMol25 dataset.

CARTESIAN COORDINATES (ANGSTROEM)
N1 -1.6806 0.2965 -1.5847
H1 3.5808 -1.3829 0.6219
H2 2.9470 0.0477 -0.1894
C1 -2.9577 -0.7425 0.1972
H3 3.6763 -1.2394 -1.1923
H4 -2.9152 -1.5307 0.9542
N2 0.4308 0.9441 -0.0083
H5 -3.3115 0.1164 0.7688
H6 -0.3209 -0.3652 1.4064
C2 -0.6233 0.3389 0.5897
C3 3.1206 -1.0128 -0.2911
C4 -1.5591 -0.4815 -0.3549
H7 1.9640 2.2739 0.1357
H8 -1.2309 1.1501 1.0556
H9 1.9521 0.8858 1.3252
H10 0.9127 2.3601 1.5035
H11 2.1070 -1.4321 -0.3860
H12 -3.5770 -1.0647 -0.6308
C5 1.3711 1.6556 0.7974
H13 -2.0898 -0.1379 -2.3950
H14 -0.9859 -1.4173 -0.5157
H15 -0.8107 0.7379 -1.8073

Properties
F_max in eV/A: 2.538
E in eV: -8397.37860
Charge: +1
M in u: 103.2

Results of the Mulliken charge analysis, in e, for atoms 1 through 8: number 1, N, carries -0.585; number 2, H, carries 0.289; number 3, H, carries 0.051; number 4, C, carries -1.241; number 5, H, carries 0.323; number 6, H, carries 0.364; number 7, N, carries -0.077; number 8, H, carries 0.344

[3]
The following is a quantum chemistry calculation of a 2-piece molecular cluster, C5H15N2 overall, from the OMol25 dataset.

CARTESIAN COORDINATES (ANGSTROEM)
H1 2.3423 0.3336 -1.2710
N1 1.9063 -0.5753 -1.4118
C1 2.6004 -1.5043 -1.9195
H2 0.4397 0.5024 2.5901
H3 -3.0370 -0.0826 1.7637
H4 2.1319 -2.4688 -2.0671
H5 -1.5675 1.7348 0.8659
C2 -0.3586 0.2777 -1.8191
H6 0.0002 1.3063 -1.7436
H7 -1.6738 -0.7924 0.9168
H8 -1.3771 0.2619 -1.4320
C3 0.4927 -0.6616 -0.9843
C4 -1.2958 1.1820 1.7647
H9 0.1937 -1.7032 -1.0851
H10 -1.6864 -0.7279 2.6861
H11 3.6301 -1.3078 -2.1850
C5 -1.9550 -0.1833 1.7786
H12 0.4945 -0.3514 0.0653
H13 -1.6625 1.7537 2.6212
H14 -0.3766 -0.0197 -2.8648
H15 0.5800 1.9709 1.9530
N2 0.1782 1.0550 1.7780

Properties
F_max in eV/A: 0.187
E in eV: -8401.44766
Charge: +1
M in u: 103.2

Results of the Mulliken charge analysis, in e, for atoms 1 through 8: number 1, H, carries 0.315; number 2, N, carries -0.007; number 3, C, carries -0.106; number 4, H, carries 0.207; number 5, H, carries 0.334; number 6, H, carries 0.270; number 7, H, carries 0.289; number 8, C, carries -1.209

[4]
The following is a quantum chemistry calculation of a 2-piece molecular cluster, C5H15N2 overall at a distorted geometry, from the OMol25 dataset.

CARTESIAN COORDINATES (ANGSTROEM)
H1 -2.1299 1.2310 0.5036
H2 -2.8423 1.4604 -1.1063
H3 1.3222 2.0341 -0.7802
H4 -0.2523 -0.1759 1.9928
H5 -0.1664 -1.7893 2.7279
N1 0.8461 -1.0925 -0.4232
H6 -1.7136 0.1279 -0.7993
H7 -0.6510 1.9961 -2.0831
C1 0.0649 -1.8206 0.6011
H8 0.5246 1.8234 0.5991
N2 0.4934 1.5833 -0.3932
H9 -0.9287 3.0838 -0.7381
H10 2.0135 -2.7104 -0.9331
H11 0.3599 -2.8704 0.5747
H12 -0.9912 -1.7744 0.3239
C2 -1.9493 1.1659 -0.5678
H13 2.6747 -1.0021 -1.3087
C3 -0.7920 2.0402 -1.0049
C4 0.2395 -1.1455 1.9505
H14 1.3034 -1.0112 2.1520
C5 1.9043 -1.6287 -0.8622
H15 0.6702 0.4749 -0.4252

Properties
F_max in eV/A: 1.722
E in eV: -8401.72065
Charge: +1
M in u: 103.2

Results of the Mulliken charge analysis, in e, for atoms 1 through 8: number 1, H, carries 0.294; number 2, H, carries 0.366; number 3, H, carries 0.394; number 4, H, carries 0.197; number 5, H, carries 0.361; number 6, N, carries -0.337; number 7, H, carries 0.200; number 8, H, carries 0.323

[5]
The following is a quantum chemistry calculation of a 2-piece molecular cluster, C5H15N2 overall at a distorted geometry, from the OMol25 dataset.

CARTESIAN COORDINATES (ANGSTROEM)
H1 -0.2243 2.4350 -1.8593
C1 -1.2528 2.0704 -1.8603
H2 -1.8990 2.9560 -1.8471
H3 0.6098 -3.1114 1.1821
H4 2.2133 -2.7819 0.4724
C2 1.4643 -2.4228 1.1917
H5 -0.4111 -0.1871 -0.4654
C3 2.1696 0.0109 0.7931
C4 1.0309 -1.0085 0.8716
H6 2.8688 -0.2897 0.0097
H7 0.8465 -1.0763 -1.1823
H8 -1.4583 1.4348 -2.7209
H9 -3.2305 2.1909 0.0171
H10 1.9751 -2.4385 2.1553
N1 0.1968 -1.0317 -0.3881
H11 -2.6416 0.7093 0.9747
H12 2.7145 -0.1094 1.7297
H13 0.3695 -0.6011 1.6424
H14 -0.3367 -1.9060 -0.4041
N2 -1.5113 1.2789 -0.6462
C5 -2.4745 1.3994 0.1401
H15 1.8379 1.0466 0.7343

Properties
F_max in eV/A: 3.667
Spin multiplicity: 2
E in eV: -8388.19195
Charge: +2
M in u: 103.2

Results of the Mulliken charge analysis, in e, for atoms 1 through 8: number 1, H, carries 0.345; number 2, C, carries -0.812; number 3, H, carries 0.373; number 4, H, carries 0.413; number 5, H, carries 0.395; number 6, C, carries -1.330; number 7, H, carries 0.209; number 8, C, carries -1.331

[6]
The following is a quantum chemistry calculation of an isolated ion of composition C5H15N2O and charge +1 at a distorted geometry, from the OMol25 dataset.

CARTESIAN COORDINATES (ANGSTROEM)
C1 -1.2109 -0.3589 -0.2807
C2 0.1657 1.5730 -0.0247
H1 -0.4133 -2.3815 -0.9771
H2 2.5424 0.8800 -0.9598
H3 -1.6446 -0.0726 0.6784
H4 -1.8212 -2.0725 -1.8664
H5 -0.0988 1.4272 0.9908
H6 0.7892 -0.3726 0.1588
H7 -1.6533 -3.5367 0.5973
H8 -0.6223 2.2040 -0.5464
C3 -1.8791 -2.5201 0.5283
H9 1.7172 3.1264 0.7671
O1 -1.0126 -1.8449 1.5270
H10 1.6778 2.9817 -1.2343
H11 -1.7808 0.3380 -1.0261
C4 1.5126 2.4698 -0.2271
C5 -1.4007 -1.9163 -0.7568
N1 2.6734 1.4915 -0.2394
H12 3.4287 2.0319 -0.3865
H13 -0.9530 -2.2839 2.3448
H14 -2.9683 -2.4005 0.7971
H15 2.7995 1.0567 0.5923
N2 0.1525 0.1802 -0.4568

Properties
F_max in eV/A: 4.853
E in eV: -10446.32902
Charge: +1
M in u: 119.2

Results of the Mulliken charge analysis, in e, for atoms 1 through 8: number 1, C, carries -0.889; number 2, C, carries -0.653; number 3, H, carries 0.245; number 4, H, carries 0.308; number 5, H, carries 0.496; number 6, H, carries 0.315; number 7, H, carries 0.497; number 8, H, carries 0.328

[7]
The following is a quantum chemistry calculation of a 2-piece molecular cluster, C5H15N2O overall at a distorted geometry, from the OMol25 dataset.

CARTESIAN COORDINATES (ANGSTROEM)
C1 -0.2429 0.1470 0.5017
H1 1.8415 -0.2240 -1.0006
H2 -0.8967 -0.8612 -2.8466
H3 2.4089 -0.3024 0.7257
C2 1.1530 1.9083 1.5505
C3 -0.7561 -1.4247 -2.0036
H4 -0.3963 -1.5379 1.2089
H5 0.1714 2.2332 1.8859
H6 0.6678 1.8557 -0.4578
O1 0.2986 -0.8989 1.2404
H7 -2.2623 -1.4422 -0.4567
H8 -1.8036 -3.0311 -1.2825
H9 1.5485 1.0748 2.2764
H10 -1.8415 1.4703 0.2768
C4 -1.9998 -1.9731 -1.4733
H11 2.0120 2.4796 1.1702
H12 0.1713 -1.6903 -1.5140
C5 2.1019 0.4270 -0.1349
N1 0.8748 1.1564 0.2898
H13 -2.8037 -1.7788 -2.1061
N2 -1.5457 0.6375 0.8221
H14 3.0046 1.0248 -0.5866
H15 -1.7055 0.7503 1.9143

Properties
F_max in eV/A: 3.866
E in eV: -10443.87335
Charge: +1
M in u: 119.2

Results of the Mulliken charge analysis, in e, for atoms 1 through 8: number 1, C, carries -0.269; number 2, H, carries 0.214; number 3, H, carries 0.347; number 4, H, carries 0.361; number 5, C, carries -0.802; number 6, C, carries -0.361; number 7, H, carries 0.417; number 8, H, carries 0.341

[8]
The following is a quantum chemistry calculation of a 2-piece molecular cluster, C5H15N2O overall at a distorted geometry, from the OMol25 dataset.

CARTESIAN COORDINATES (ANGSTROEM)
C1 1.3043 -0.2606 0.1914
C2 -2.0350 0.1465 0.9701
C3 -1.1727 0.3897 -2.2844
H1 1.2421 1.1285 3.5575
H2 2.3703 -2.0995 -0.5263
H3 -2.3605 -0.3535 1.9382
H4 2.3462 0.6523 2.3880
H5 2.3343 0.1250 0.5143
H6 1.8902 -0.9140 -1.7157
H7 -2.1166 -1.2251 -0.7080
H8 0.9926 1.5567 -1.1923
N1 -1.4376 -0.6700 -0.1082
H9 -0.7362 1.0654 -3.0388
N2 1.5814 -1.3437 -0.8332
H10 -2.3175 0.1961 -2.5467
O1 1.4132 0.6722 2.6364
C4 0.4629 0.8519 -0.4219
H11 -2.9695 0.5595 0.5587
H12 0.0059 1.5449 0.2716
H13 0.6480 -1.8219 -1.0227
H14 0.8361 -0.5659 1.0998
H15 -1.4527 0.9427 1.2755
C5 -0.7304 0.1937 -1.0143

Properties
F_max in eV/A: 3.855
E in eV: -10447.47900
Charge: +1
M in u: 119.2

Results of the Mulliken charge analysis, in e, for atoms 1 through 8: number 1, C, carries -0.695; number 2, C, carries -0.883; number 3, C, carries -1.027; number 4, H, carries 0.298; number 5, H, carries 0.418; number 6, H, carries 0.293; number 7, H, carries 0.309; number 8, H, carries 0.197

[9]
The following is a quantum chemistry calculation of a 2-piece molecular cluster, C5H15N2O overall at a distorted geometry, from the OMol25 dataset.

CARTESIAN COORDINATES (ANGSTROEM)
H1 2.4037 0.0023 0.7995
N1 -0.0223 -0.5669 -1.2167
H2 -2.5973 -2.3613 -2.6272
H3 1.5211 0.4516 2.9545
H4 1.7638 -1.4403 1.3438
C1 0.8053 0.2979 2.1084
H5 -0.1407 1.7438 0.6468
H6 -2.4002 -0.6564 -2.7167
N2 1.5166 -0.4710 1.0483
C2 0.4184 0.0754 -2.2445
H7 -1.6399 -1.7326 -0.5364
C3 -1.0091 -1.6847 -1.4503
H8 0.1518 -0.1183 -3.2622
H9 -0.5075 -2.6608 -1.4424
H10 0.8198 -0.5424 0.1398
H11 -1.2720 -1.7368 -3.5836
H12 -1.2382 2.1763 2.4565
H13 1.3742 2.2501 1.5279
H14 1.1295 0.9626 -2.1615
C4 -1.8273 -1.5992 -2.6732
H15 -0.0815 -0.2970 2.4245
C5 0.3975 1.6981 1.6023
O1 -0.3069 2.3124 2.6450

Properties
F_max in eV/A: 5.265
Spin multiplicity: 2
E in eV: -10434.25927
Charge: +2
M in u: 119.2

Results of the Mulliken charge analysis, in e, for atoms 1 through 8: number 1, H, carries 0.423; number 2, N, carries -0.043; number 3, H, carries 0.360; number 4, H, carries 0.353; number 5, H, carries 0.421; number 6, C, carries -0.393; number 7, H, carries 0.404; number 8, H, carries 0.420

[10]
The following is a quantum chemistry calculation of a 3-piece molecular cluster, C5H15N2O overall at a distorted geometry, from the OMol25 dataset.

CARTESIAN COORDINATES (ANGSTROEM)
N1 -1.8716 1.4826 -0.5122
C1 2.3470 -1.6430 -0.0916
H1 2.3231 -0.5680 -1.9980
H2 0.8556 -0.2898 -0.9512
H3 2.1978 -2.5443 -0.6742
C2 1.9249 -0.3948 -0.9974
H4 2.3708 0.4420 -0.4561
C3 -0.0918 -1.9590 0.8951
H5 -0.5464 -1.0706 0.4706
C4 1.3655 -1.8126 1.2415
H6 -4.2226 1.6346 -1.2870
H7 1.5182 -0.9313 1.8695
H8 -0.9403 1.4890 -0.0419
O1 0.6189 1.2733 0.9317
H9 -4.3297 3.3752 -1.2256
H10 1.7187 -2.7361 1.7337
H11 1.0288 2.1644 1.0423
H12 -0.7150 -2.1469 1.7850
H13 -0.2395 -2.7665 0.1717
C5 -2.5878 2.5650 -0.6063
N2 -3.8821 2.5191 -0.9146
H14 3.3644 -1.6804 0.2786
H15 -2.2071 3.5980 -0.6637

Properties
F_max in eV/A: 3.851
Spin multiplicity: 2
E in eV: -10430.79709
Charge: +2
M in u: 119.2

Results of the Mulliken charge analysis, in e, for atoms 1 through 8: number 1, N, carries -0.240; number 2, C, carries -0.321; number 3, H, carries 0.374; number 4, H, carries 0.174; number 5, H, carries 0.372; number 6, C, carries -0.741; number 7, H, carries 0.254; number 8, C, carries -0.859